(1)
Entry from OMol25: an isolated molecule of C10H14N4O5 in a non-equilibrium geometry (ωB97M-V with the def2-TZVPD basis set).

Geometry as ORCA input:
```
! wB97M-V def2-TZVPD RIJCOSX def2/J DEFGRID3
* xyz 0 1
N -3.1267 -2.6479 -0.1523
C -2.2167 -1.5296 -0.4381
C -3.2209 -0.3582 -0.7870
C -2.5852 0.9666 -0.8622
O -2.0197 1.3537 -1.8650
O -2.3036 1.5690 0.2822
C -1.4543 -1.0786 0.8594
O -1.6058 -1.6136 1.9313
N -0.5106 -0.1207 0.4855
C 0.4095 0.7509 1.2480
C 1.8613 0.0797 1.5346
C 2.6186 -0.4605 0.4470
C 3.9523 -0.8101 0.2461
N 4.0933 -1.4014 -0.9644
C 2.7825 -1.3966 -1.4946
N 1.9122 -0.8051 -0.7294
C 0.6879 2.0696 0.3455
O -0.1991 2.9827 0.2518
O 1.8587 2.2135 -0.2422
H -2.7273 -3.6083 -0.2386
H -3.4319 -2.6481 0.8515
H -1.4527 -1.6740 -1.2342
H -3.9028 -0.2397 0.0048
H -3.8596 -0.6052 -1.6275
H -1.6407 2.2835 0.2456
H -0.5350 0.0610 -0.5304
H -0.0585 0.8961 2.2468
H 2.5907 0.7124 2.0262
H 1.5629 -0.5319 2.3246
H 4.7437 -0.7530 0.9674
H 4.8124 -1.5464 -1.5835
H 2.6243 -1.8832 -2.4476
H 1.8430 2.9195 -0.9390
*
```

Summary:
SMILES   N[C@@H](CC(=O)O)C(=O)N[C@@H](Cc1c[nH]cn1)C(=O)O
Orbital gap   9.161 eV
Lowest unoccupied orbital energy   0.015 Ha

(2)
Entry from OMol25: a structure of composition C10H14N4SeSn (ωB97M-V with the def2-TZVPD basis set).

Geometry as ORCA input:
```
! wB97M-V def2-TZVPD RIJCOSX def2/J DEFGRID3
* xyz 2 1
Sn 2.0739 1.9888 -0.8922
Se 2.8010 -0.1767 -2.3425
C 3.5319 -1.0147 -0.9025
N 3.9525 -1.5033 0.0571
N -0.0101 1.1352 -0.7069
C -1.0961 1.0131 -1.0846
C -2.4219 0.8610 -1.5533
C -2.7252 -0.2087 -2.4059
C -4.0166 -0.3347 -2.8756
C -4.9853 0.5903 -2.4991
C -4.6779 1.6502 -1.6521
C -3.3924 1.7970 -1.1712
H -1.9586 -0.9163 -2.6918
H -4.2722 -1.1501 -3.5373
H -5.9950 0.4847 -2.8733
H -5.4421 2.3611 -1.3716
H -3.1357 2.6176 -0.5152
N 3.0323 -2.0958 2.5996
C 2.2153 -0.8804 2.9605
C 1.6635 -0.1338 1.7431
N 2.5763 0.8985 1.1833
H 3.6772 -2.3447 3.3518
H 3.5832 -1.9503 1.7133
H 2.4342 -2.9083 2.4406
H 2.8472 -0.2328 3.5664
H 1.3972 -1.2236 3.5900
H 0.7486 0.3709 2.0476
H 1.3925 -0.8245 0.9444
H 3.4945 0.4866 1.0116
H 2.7078 1.6440 1.8657
*
```

Summary:
Orbital gap   8.598 eV
Lowest unoccupied orbital energy   -0.250 Ha

(3)
Entry from OMol25: a structure of composition C10H14NS in a non-equilibrium geometry (ωB97M-V with the def2-TZVPD basis set).

Geometry as ORCA input:
```
! wB97M-V def2-TZVPD RIJCOSX def2/J DEFGRID3
* xyz 1 1
C 3.5176 -0.8601 -0.4492
C 2.1741 -0.8661 -0.8542
C 3.7367 0.0610 0.5300
C 1.3457 0.0250 -0.2752
C -0.7373 0.5300 -1.7125
C -1.8223 1.8336 0.2753
C -0.6191 1.5429 -0.6471
C -1.0978 -0.4237 1.0523
C -0.0400 0.1948 -0.4010
C -1.2290 -1.8656 0.8382
N -2.2513 0.5183 0.8352
S 2.3248 0.9581 0.9403
H 4.3516 -1.5159 -0.7969
H 1.8445 -1.4879 -1.5796
H 4.6564 0.2029 0.9018
H -1.6482 -0.0004 -1.9292
H -0.1643 0.5280 -2.6273
H -1.5371 2.3931 1.0510
H -2.5964 2.2848 -0.1586
H -0.0168 2.3024 -0.9229
H -0.6291 -0.1972 1.9049
H -1.2802 -2.1806 -0.1859
H -2.0980 -2.2221 1.1859
H -0.4875 -2.4893 1.2268
H -2.8639 0.6097 1.6172
H -2.8333 0.1240 0.1806
*
```

Summary:
Orbital gap   8.580 eV
Lowest unoccupied orbital energy   -0.116 Ha

(4)
Entry from OMol25: an isolated molecule of C10H14O3 in a non-equilibrium geometry (ωB97M-V with the def2-TZVPD basis set).

Geometry as ORCA input:
```
! wB97M-V def2-TZVPD RIJCOSX def2/J DEFGRID3
* xyz 0 1
C -0.0775 -2.6952 1.2739
C -0.9849 -1.4369 1.2934
C -1.2589 -1.0222 -0.1621
O -0.1702 -0.2232 -0.7302
C -0.0652 1.1599 -0.3472
C 0.3600 2.0739 -1.4865
C 0.9436 3.3495 -0.7648
C 1.7449 2.7261 0.3947
O 1.0078 2.3768 1.5378
C 1.1149 1.3210 0.6207
C -1.2116 -2.3556 -0.8904
O -1.9299 -3.4343 -0.3413
C -0.5763 -3.4632 0.0252
H 0.9631 -2.3556 1.1437
H -0.1505 -3.3010 2.1794
H -0.4469 -0.6481 1.8308
H -1.9421 -1.5980 1.8368
H -2.1830 -0.4483 -0.3214
H -0.9839 1.4969 0.1214
H -0.4978 2.3378 -2.1322
H 1.1084 1.5282 -2.1186
H 1.5825 3.9345 -1.4271
H 0.1444 3.9974 -0.3681
H 2.8184 2.8808 0.4023
H 1.7451 0.4205 0.8045
H -1.0603 -2.3926 -1.9605
H 0.0059 -4.2292 -0.4141
*
```

Summary:
SMILES   C1C[C@@H](O[C@@H]2CC[C@H]3O[C@H]32)[C@@H]2O[C@H]12
Orbital gap   10.671 eV
Lowest unoccupied orbital energy   0.038 Ha

(5)
Entry from OMol25: an isolated molecule of C10H14S in a non-equilibrium geometry (ωB97M-V with the def2-TZVPD basis set).

Geometry as ORCA input:
```
! wB97M-V def2-TZVPD RIJCOSX def2/J DEFGRID3
* xyz 0 1
C -0.9933 0.2666 1.2809
C -1.4089 -0.4128 0.0965
C 0.1198 0.9074 1.3692
C -0.6047 -0.8160 -0.9366
C 0.8861 -0.6001 -1.1155
C 1.5816 0.2000 -0.1507
C -2.8668 -0.7368 0.0011
C 1.0219 1.6448 2.3146
C -1.1103 -1.7935 -2.0420
C 2.5972 1.2425 -0.4417
S 1.9705 -1.4268 0.2768
H -1.8341 0.2774 2.0338
H 1.2543 -0.5194 -2.1128
H -3.4116 0.1183 0.5801
H -2.9552 -1.5827 0.5899
H -3.1780 -0.9754 -1.0443
H 1.8260 2.1810 1.7449
H 1.5840 0.9596 2.9049
H 0.5137 2.5496 2.8481
H -1.0801 -1.4434 -2.9902
H -2.1484 -2.1109 -1.9147
H -0.3664 -2.5615 -1.9950
H 3.2529 0.9329 -1.2090
H 3.2547 1.4810 0.4299
H 2.0950 2.2183 -0.5184
*
```

Summary:
Orbital gap   8.360 eV
Lowest unoccupied orbital energy   0.023 Ha

(6)
Entry from OMol25: an isolated molecule of C10H14SSi in a non-equilibrium geometry (ωB97M-V with the def2-TZVPD basis set).

Geometry as ORCA input:
```
! wB97M-V def2-TZVPD RIJCOSX def2/J DEFGRID3
* xyz 0 1
C 4.1397 -0.8340 0.1772
C 3.9332 0.1492 -0.7758
C 3.0292 -1.2838 0.9714
C 2.6221 0.5252 -1.1507
C 1.8145 -0.7925 0.6387
C 1.5385 0.1062 -0.4025
C -2.9120 1.4499 0.0516
C -1.3523 1.5633 0.2781
C -3.5207 0.2054 0.6345
C -1.7492 -1.9155 -0.2488
Si -0.2095 0.5452 -0.8353
S -3.3771 -1.2497 -0.3814
H 5.1844 -1.3630 0.1964
H 4.7748 0.6122 -1.1906
H 3.2688 -2.0746 1.7726
H 2.4590 1.1547 -2.0279
H 0.9197 -1.2273 1.1767
H -3.3670 2.3985 0.3652
H -3.1251 1.4030 -1.0246
H -1.0855 2.6218 0.1809
H -1.4048 1.2468 1.3574
H -3.3902 -0.0129 1.7045
H -4.6660 0.3818 0.6571
H -1.7488 -2.7681 -0.8251
H -1.4552 -2.0478 0.7788
H -0.3207 1.2058 -2.0784
*
```

Summary:
Orbital gap (spin up / spin down)   6.734 / 6.533 eV
Lowest unoccupied orbital energy (spin up / spin down)   -0.004 / -0.003 Ha